No. 1
A molecular structure, C41H63CsN4P, computed with ωB97M-V with the def2-TZVPD basis set.

Last column: Mulliken charge in e.
Positions of all 110 atoms, in Å:
Cs1 -0.8264 -0.5237 -0.2263  1.028
C1 -4.4761 0.7671 -0.9962  -0.911
N1 -3.9940 0.2959 0.2828  0.653
C2 -3.7979 1.3986 1.1974  -1.025
C3 -4.8409 -0.7546 0.8298  -1.071
C4 -4.8388 -2.0085 -0.0270  -0.397
C5 -6.0661 -2.4977 -0.4699  -0.350
C6 -6.1238 -3.6307 -1.2761  -0.639
C7 -4.9321 -4.2412 -1.6383  -0.560
C8 -3.7193 -3.7238 -1.1768  -0.731
C9 -3.5920 -2.5989 -0.3380  0.808
H1 -5.4666 1.2546 -0.9110  0.335
H2 -4.5645 -0.0713 -1.6873  0.330
H3 -3.7748 1.4967 -1.4070  0.033
H4 -4.7211 1.9882 1.3612  0.344
H5 -3.0138 2.0515 0.8091  0.129
H6 -3.4672 1.0178 2.1669  0.304
H7 -5.8757 -0.3796 0.9672  0.184
H8 -4.4485 -0.9945 1.8235  0.347
H9 -6.9891 -1.9898 -0.1957  0.272
H10 -7.0773 -4.0149 -1.6230  0.334
H11 -4.9490 -5.1206 -2.2783  0.383
H12 -2.8194 -4.2519 -1.4980  0.291
C10 3.0285 -0.3159 2.3677  -1.330
C11 3.7697 -0.1240 1.0733  1.387
C12 4.7186 0.8831 0.9340  -0.484
C13 5.3609 1.1028 -0.2738  -1.096
C14 5.0400 0.3199 -1.3722  -0.775
C15 4.0997 -0.6972 -1.2734  1.647
C16 3.7273 -1.5452 -2.4573  -1.571
C17 3.4906 -0.9217 -0.0364  -0.887
N2 2.5213 -1.9514 0.0584  0.128
C18 2.8669 -3.1109 0.4274  0.714
C19 4.2741 -3.5071 0.8045  -1.945
C20 1.8033 -4.2038 0.4927  0.953
C21 2.2273 -5.5324 1.0726  -1.981
N3 0.6475 -3.9342 0.0588  -0.046
C22 -0.3521 -4.9467 0.0465  -0.544
C23 -0.3710 -5.8560 -1.0141  1.556
C24 0.6382 -5.7564 -2.1266  -1.458
C25 -1.3641 -6.8276 -1.0332  -0.954
C26 -2.3085 -6.8982 -0.0212  -0.850
C27 -2.2819 -5.9705 1.0061  -0.832
C28 -1.3169 -4.9713 1.0528  1.443
C29 -1.3772 -3.8925 2.0920  -1.152
H13 3.4821 0.2797 3.1594  0.397
H14 3.0110 -1.3585 2.6891  0.402
H15 1.9886 0.0057 2.2605  0.149
H16 4.9361 1.5153 1.7871  0.307
H17 6.0879 1.8995 -0.3658  0.365
H18 5.5121 0.5060 -2.3301  0.359
H19 4.2187 -1.1821 -3.3594  0.451
H20 2.6472 -1.5316 -2.6174  0.323
H21 4.0089 -2.5915 -2.3135  0.255
H22 4.9825 -2.7304 0.5264  0.509
H23 4.5579 -4.4429 0.3229  0.420
H24 4.3476 -3.6675 1.8829  0.371
H25 2.7560 -5.3952 2.0167  0.424
H26 2.9104 -6.0498 0.3948  0.367
H27 1.3616 -6.1686 1.2387  0.486
H28 0.6628 -4.7458 -2.5391  0.311
H29 0.3895 -6.4512 -2.9284  0.459
H30 1.6516 -5.9872 -1.7881  0.189
H31 -1.3987 -7.5261 -1.8618  0.324
H32 -3.0879 -7.6484 -0.0554  0.394
H33 -3.0517 -5.9831 1.7680  0.338
H34 -1.9644 -4.2158 2.9521  0.441
H35 -1.8873 -3.0313 1.6373  -0.113
H36 -0.3894 -3.5840 2.4399  0.251
C30 2.2875 5.0747 -1.3724  -2.140
C31 1.3928 3.8339 -1.4329  2.699
C32 2.2750 2.5780 -1.5416  -2.197
C33 0.5803 3.8908 -2.7363  -2.036
P1 0.1350 3.5290 -0.0102  -0.118
N4 -0.4273 2.1005 -0.0342  -0.406
C34 1.0558 3.9352 1.6286  2.553
C35 2.3698 3.1448 1.6052  -2.280
C36 0.2247 3.3310 2.7730  -2.120
C37 1.3849 5.3953 1.9474  -1.948
C38 -1.2175 4.8786 -0.2194  2.754
C39 -2.0006 4.9665 1.1003  -1.997
C40 -2.2088 4.3477 -1.2703  -1.838
C41 -0.7896 6.2973 -0.6023  -2.039
H37 2.8511 5.1567 -2.3103  0.526
H38 3.0192 5.0156 -0.5673  0.296
H39 1.7250 6.0007 -1.2509  0.257
H40 2.6546 2.4799 -2.5649  0.659
H41 1.6886 1.6879 -1.3024  0.387
H42 3.1382 2.6106 -0.8795  -0.087
H43 1.2692 3.8256 -3.5852  0.654
H44 0.0184 4.8176 -2.8454  0.325
H45 -0.1166 3.0532 -2.7926  0.283
H46 2.1983 2.1184 1.2810  -0.004
H47 2.7923 3.1217 2.6168  0.870
H48 3.1182 3.5884 0.9505  0.103
H49 -0.2291 2.3939 2.4418  0.343
H50 -0.5659 3.9974 3.1132  0.370
H51 0.8748 3.1287 3.6317  0.512
H52 1.9606 5.8789 1.1583  0.260
H53 1.9895 5.4354 2.8625  0.483
H54 0.4934 5.9940 2.1300  0.336
H55 -2.2704 3.9783 1.4705  0.221
H56 -2.9248 5.5274 0.9255  0.681
H57 -1.4496 5.4883 1.8812  0.286
H58 -2.2999 3.2642 -1.1808  0.190
H59 -1.9012 4.5858 -2.2881  0.339
H60 -3.1929 4.7997 -1.1096  0.539
H61 -0.0946 6.7355 0.1145  0.264
H62 -1.6779 6.9406 -0.6296  0.539
H63 -0.3317 6.3457 -1.5899  0.285

Properties
* frontier orbital gap: 0.1835 Ha
* net charge: -1

---

No. 2
12 unconnected molecules or ions with the total composition C41H64Br3F3N2O17S at a distorted geometry, computed with ωB97M-V with the def2-TZVPD basis set.

Last column: Mulliken charge in e.
Positions of all 131 atoms, in Å:
C1 0.8120 1.8073 -1.1367  -1.033
C2 0.6288 0.2726 -0.7309  0.024
C3 -0.3922 0.0533 0.4103  -0.007
O1 0.0930 0.8121 1.5151  0.889
C4 -0.5651 0.5721 2.7351  -0.306
N1 0.0718 -0.4762 -1.9739  1.847
H1 -0.8098 -0.2253 -2.3981  0.026
H2 0.7807 -0.6536 -2.6711  -0.173
H3 -0.0319 -1.4448 -1.7071  -0.248
H4 1.6478 1.8687 -1.8338  0.654
H5 1.1505 2.4323 -0.3104  -0.061
H6 -0.1370 2.1681 -1.5334  0.064
H7 1.6356 -0.0915 -0.5262  0.007
H8 -0.5203 -0.9886 0.7039  -0.335
H9 -1.3148 0.4703 0.0064  0.080
H10 -0.3014 1.4007 3.3924  -0.535
H11 -0.2473 -0.3357 3.2478  0.156
H12 -1.6472 0.5834 2.6041  0.360
C5 2.5305 -4.7443 -5.3394  -1.436
C6 0.9560 -4.5370 -5.4398  0.158
C7 0.1680 -5.6696 -4.8530  -0.598
O2 -1.2595 -5.3781 -4.8033  -0.325
C8 -1.9545 -6.2400 -3.9043  -0.702
N2 0.5731 -3.2962 -4.7281  0.478
H13 1.0641 -2.4684 -5.0343  0.354
H14 -0.3975 -3.1096 -4.9363  0.424
H15 0.5681 -3.3892 -3.7224  -0.385
H16 2.8162 -4.6787 -4.2896  0.325
H17 3.1233 -3.9817 -5.8446  0.419
H18 2.8061 -5.7139 -5.7541  0.394
H19 0.7318 -4.2926 -6.4781  0.467
H20 0.6007 -5.7961 -3.8606  0.230
H21 0.3950 -6.5799 -5.4078  0.459
H22 -1.7701 -6.0141 -2.8540  0.229
H23 -1.8736 -7.3000 -4.1451  0.302
H24 -3.0102 -5.9881 -4.0047  0.273
C9 3.3308 -1.2139 -3.2869  -0.346
O3 2.4610 -0.2179 -3.6774  -0.756
H25 3.1920 -1.5880 -2.2726  -0.012
H26 3.3282 -2.0362 -4.0025  -0.127
H27 4.3537 -0.8492 -3.3812  0.375
C10 0.4594 -4.3515 -1.0553  -0.494
O4 -0.0083 -3.3468 -1.8466  -1.114
H28 1.1198 -3.8828 -0.3256  -0.316
H29 -0.2528 -5.0271 -0.5816  0.265
H30 1.0570 -5.0667 -1.6205  0.256
S1 -1.3941 0.5406 -4.8484  0.878
O5 -0.0889 1.1898 -4.6799  -0.662
O6 -2.1998 1.1760 -5.8758  -0.822
O7 -1.2186 -0.7344 -5.4491  -0.730
O8 -2.0470 0.5045 -3.5613  -0.695
C11 3.3008 1.4660 1.4114  -0.397
C12 4.5323 1.6069 2.3621  0.707
C13 5.7807 0.7202 2.1007  -0.380
O9 6.9160 1.5727 2.0803  -0.363
C14 6.4461 2.8342 2.1660  0.558
O10 7.2651 3.7645 2.0559  -0.642
O11 5.1023 2.8917 2.2220  -0.286
H31 3.6185 1.5319 0.3708  0.541
H32 2.6354 2.3202 1.5360  -0.449
H33 2.8792 0.4944 1.6690  0.088
H34 4.1763 1.3037 3.3466  -0.014
H35 5.6177 0.2593 1.1265  0.283
H36 5.9104 -0.0680 2.8422  0.316
C15 -2.4766 3.9542 -2.7477  -1.352
C16 -1.2252 4.4488 -3.4345  0.995
C17 -1.2687 4.6539 -4.8968  -0.355
O12 -1.0896 6.0770 -5.0231  -0.376
C18 -0.9473 6.6446 -3.8779  0.541
O13 -0.9082 7.8475 -3.7036  -0.677
O14 -1.1611 5.7461 -2.8966  -0.215
H37 -2.3825 3.7173 -1.6880  0.049
H38 -2.7303 3.0500 -3.3010  0.323
H39 -3.3170 4.5870 -3.0330  0.486
H40 -0.3140 3.9298 -3.1372  0.012
H41 -2.2106 4.4179 -5.3919  0.245
H42 -0.4761 4.0765 -5.3728  0.297
C19 -0.1951 -4.1472 3.6035  -1.195
C20 1.3041 -3.7979 3.4998  0.405
C21 1.7312 -3.1698 2.2051  0.598
O15 2.4993 -2.0565 2.6092  -0.260
C22 2.3203 -1.7790 3.9111  0.561
O16 2.8043 -0.8264 4.5195  -0.594
O17 1.6011 -2.8142 4.4825  -0.370
H43 -0.4306 -4.5602 4.5843  0.427
H44 -0.6487 -4.8753 2.9310  0.376
H45 -0.8018 -3.2460 3.5141  0.079
H46 1.8923 -4.6750 3.7697  0.226
H47 0.8759 -2.9262 1.5749  -0.680
H48 2.3702 -3.8626 1.6576  0.441
F1 -2.3807 -1.6079 5.2320  -0.216
C23 -3.5298 -0.8697 5.3790  0.054
C24 -4.7504 -1.4900 5.5968  -0.038
C25 -5.9534 -0.7699 5.6530  -0.622
C26 -5.9283 0.6263 5.4150  -0.333
C27 -4.6913 1.2906 5.2961  -0.854
C28 -3.5058 0.5185 5.2175  0.078
H49 -4.8484 -2.5654 5.5809  0.347
H50 -6.8738 -1.3334 5.6939  0.356
H51 -6.8719 1.1500 5.4571  0.396
H52 -4.7016 2.3688 5.2345  0.397
H53 -2.5742 1.0387 5.0500  0.475
F2 -1.5264 5.2926 0.2502  -0.335
C29 -0.2442 5.5767 0.5252  0.468
C30 0.2425 6.7884 0.1473  -0.149
C31 1.5913 7.1334 0.3314  -0.829
C32 2.3985 6.2024 1.0657  -0.724
C33 1.8761 5.0171 1.5209  -0.203
C34 0.5555 4.7217 1.2135  0.121
H54 -0.4387 7.3882 -0.4380  0.351
H55 2.0516 8.0655 0.0387  0.406
H56 3.4382 6.3975 1.2830  0.444
H57 2.5216 4.3766 2.1034  0.197
H58 0.1800 3.7677 1.5531  0.206
F3 -2.0452 -3.4707 1.4909  -0.224
C35 -2.9524 -2.5342 1.0447  0.250
C36 -2.9431 -2.2560 -0.3088  -0.487
C37 -3.5457 -1.1239 -0.7722  -0.537
C38 -4.2915 -0.3789 0.1141  -0.743
C39 -4.3983 -0.6716 1.4840  -0.234
C40 -3.7244 -1.7936 1.9646  -0.263
H59 -2.3086 -2.9015 -0.8979  0.484
H60 -3.4733 -0.9269 -1.8316  0.468
H61 -4.8495 0.4387 -0.3179  0.406
H62 -4.9132 0.0418 2.1104  0.398
H63 -3.7606 -2.0237 3.0191  0.382
C41 1.8622 2.5558 6.1434  0.109
Br1 0.9476 3.4508 4.6000  0.064
Br2 0.6604 2.2548 7.6763  -0.081
Br3 3.5706 3.4460 6.7011  -0.075
H64 2.1193 1.5530 5.8023  -0.032

Properties
* frontier orbital gap: 0.1217 Ha
* net charge: -2